Record 1
DFT (ωB97M-V/def2-TZVPD) results for 11 unconnected molecules or ions with the total composition C16H54N6O11 in a non-equilibrium geometry.

```
87
Properties=species:S:1:pos:R:3:mulliken_charge:R:1
C 3.5536 1.1851 -2.6120 -0.3911
C 2.9947 0.4328 -3.8260 -0.6780
O 1.8443 -0.2579 -3.6261 -0.4145
H 3.3393 0.6741 -1.7583 -0.1282
H 3.1464 2.1852 -2.4813 0.0380
H 4.6001 1.3534 -2.6285 0.5536
H 3.6769 -0.2402 -4.1636 0.4460
H 2.8660 1.1524 -4.6735 0.3322
H 1.9834 -0.9733 -2.9944 0.2512
C -2.0488 -2.7791 3.5047 -1.3046
C -1.7727 -1.5368 2.6044 0.2370
O -2.4726 -1.7230 1.3683 -0.5423
H -1.3697 -3.6057 3.3323 0.3127
H -3.0928 -3.1692 3.2524 0.2575
H -1.9842 -2.6519 4.5573 0.4470
H -0.7105 -1.5855 2.2842 -0.2705
H -1.9646 -0.5917 3.0900 0.3071
H -3.3685 -2.0369 1.5839 0.3852
C 3.8103 -0.5308 2.7427 -1.8366
C 2.5085 -0.3683 2.0819 0.3998
O 2.4658 -0.7634 0.7507 -0.6938
H 4.4313 0.0961 2.2040 0.4218
H 4.2057 -1.5390 2.7874 0.3577
H 3.7454 -0.1710 3.7454 0.4343
H 2.3573 0.6574 2.1541 0.1616
H 1.7237 -0.9219 2.6035 0.0091
H 1.7080 -0.3100 0.3299 0.0591
C 2.1100 4.2617 -0.8930 -1.4508
C 2.0918 3.5652 0.4248 0.0659
O 2.5857 2.2438 0.2790 -0.5517
H 1.4712 5.0736 -0.7548 0.4681
H 1.5584 3.8072 -1.6680 0.3095
H 3.0386 4.5355 -1.2553 0.4033
H 1.1087 3.4880 0.8924 -0.0590
H 2.6972 4.2033 1.1574 0.3880
H 3.5315 2.2343 0.2498 0.2908
C -3.5963 -1.3059 -2.5694 -0.9908
C -2.4851 -1.4003 -3.6760 -0.4999
O -1.3053 -0.7947 -3.1987 -0.5172
H -4.4595 -0.6642 -3.0390 0.2943
H -3.2356 -0.9382 -1.5811 0.1722
H -3.9391 -2.3329 -2.4555 0.3105
H -2.8040 -0.8735 -4.5677 0.4294
H -2.3402 -2.4003 -4.0193 0.3726
H -1.0867 -0.3018 -3.9124 0.2919
C -0.1616 0.2942 0.1326 -1.1229
O -0.3909 0.8055 1.3544 -0.7020
N 0.7770 0.6218 -0.6783 1.7393
N -0.8669 -0.6205 -0.4518 1.2798
H 1.4404 1.3312 -0.3153 -0.3553
H 0.8504 0.3901 -1.6468 -0.0940
H -1.5976 -1.1336 0.1728 -0.0074
H -1.0606 -0.9185 -1.4087 0.0518
C 1.5693 -3.2028 -1.6950 0.3616
O 1.7866 -4.3988 -2.3416 -0.8062
N 0.4858 -2.9808 -0.9631 0.3372
N 2.4296 -2.2358 -1.7276 -0.1473
H -0.3272 -3.6274 -0.8692 0.2049
H 0.2918 -1.9786 -0.6271 0.0457
H 3.2852 -2.3624 -2.2788 0.3215
H 2.4604 -1.6560 -0.8785 0.3370
C -2.3079 3.6831 1.6300 0.5073
O -2.1245 3.3573 0.3308 -0.6070
N -1.9614 2.7381 2.5084 -0.2772
N -3.0252 4.7351 2.0743 -0.3926
H -1.5279 1.8782 2.1339 0.1440
H -2.1945 2.8531 3.6028 0.2411
H -3.4097 5.3252 1.4261 0.2335
H -3.2092 4.8138 3.0529 0.1331
C 0.1324 0.0358 4.7895 0.5470
O 0.0034 1.1912 5.5983 -0.5933
H -0.6007 -0.6901 5.0042 0.1912
H 1.1711 -0.2926 4.8092 0.2090
H -0.0764 0.3679 3.8021 -0.5917
H 0.4448 1.9289 5.2066 0.3134
C -2.0792 2.1103 -2.5929 -0.6008
O -0.6906 2.3323 -2.6286 -0.6199
H -2.7175 2.9850 -2.4933 0.3627
H -2.4062 1.3350 -1.8498 0.0454
H -2.2157 1.7597 -3.5811 0.3697
H -0.2436 1.7260 -2.0348 0.3704
C -2.3451 -4.1886 -0.2435 -0.6798
O -1.5392 -4.9282 -1.1172 -0.5579
H -1.6652 -4.1273 0.6607 0.3656
H -3.2795 -4.6749 0.0640 0.3953
H -2.4393 -3.1151 -0.4899 -0.1394
H -1.7827 -5.8481 -1.0668 0.3091
```

Kohn-Sham gap (Ha): 0.3225
Lowest unoccupied orbital energy (eV): 0.38

***

Record 2
DFT (ωB97M-V/def2-TZVPD) results for 11 unconnected molecules or ions with the total composition C16H54N8O11 in a non-equilibrium geometry.

```
89
Properties=species:S:1:pos:R:3:mulliken_charge:R:1
C 14.9600 18.8210 19.1520 -0.9075
C 16.0750 19.7810 19.5290 0.2380
O 17.3040 19.1100 19.8390 -0.5949
H 14.7500 18.3690 20.0990 0.6249
H 15.1440 17.9700 18.4530 0.1706
H 14.0260 19.2820 18.8530 0.0986
H 15.9300 20.3780 20.4230 0.5269
H 16.3010 20.5290 18.7220 -0.5279
H 17.1260 18.6050 20.6370 0.2969
C 16.4050 15.0050 13.3100 -1.2666
C 16.1140 14.6830 14.7250 -0.1610
O 15.1900 15.6040 15.1330 -0.4526
H 16.2620 16.0160 13.0430 0.3134
H 15.7270 14.5320 12.6120 0.3718
H 17.3980 14.6700 13.0310 0.3411
H 16.9940 14.5550 15.3500 0.2243
H 15.7150 13.6510 14.7750 0.4090
H 15.0550 15.3420 16.0600 0.2139
C 18.4400 17.0330 15.5700 0.8958
C 18.4700 16.7200 17.0470 -0.1956
O 19.7410 16.9300 17.6300 -0.5661
H 19.2950 16.6780 14.9370 0.5273
H 18.4760 18.1350 15.5450 -0.7681
H 17.5260 16.8470 15.0050 -0.6599
H 18.1360 15.6870 17.1500 0.3616
H 17.8370 17.3360 17.6380 0.0881
H 20.4290 16.4980 17.1440 0.3137
C 14.5760 22.8310 17.9410 -0.7996
C 14.4900 23.0890 16.4310 0.3481
O 13.2440 22.7800 15.8970 -0.7553
H 14.3840 21.7770 18.0570 -0.1976
H 13.9090 23.4530 18.4900 0.4729
H 15.5940 22.9300 18.3890 0.2678
H 15.2840 22.5630 15.8950 -0.3367
H 14.6000 24.1000 16.1140 0.5043
H 13.3430 22.9820 14.8870 0.1838
C 11.9140 17.9080 12.5640 -0.9863
C 12.8120 16.8000 12.8130 -0.3054
O 13.9970 17.3240 13.3150 -0.3645
H 12.2390 18.7060 11.8240 0.1482
H 11.6040 18.3630 13.4750 0.1505
H 11.0070 17.4550 12.1270 0.3901
H 13.0220 16.1770 11.9950 0.5457
H 12.3250 16.1710 13.6220 0.2735
H 14.5290 16.6440 13.7510 -0.2109
C 18.6960 20.8760 16.9620 0.3622
O 17.9720 21.9830 17.4100 -0.7495
N 19.0730 20.8020 15.6900 -0.4116
N 19.1800 19.9210 17.7320 -0.2461
H 18.8050 21.4900 14.9610 0.2682
H 19.4550 19.9150 15.2950 0.2006
H 18.7490 19.8480 18.6690 0.2728
H 19.5420 18.9860 17.3900 0.1893
C 17.2140 22.5870 13.8060 0.3445
O 17.0620 23.1040 12.5650 -0.7888
N 17.7540 23.2070 14.8280 -0.2215
N 16.9010 21.3390 14.0310 0.0098
H 18.0160 24.1950 14.6880 0.2559
H 17.7820 22.8530 15.7720 0.1780
H 16.3330 21.0390 13.2450 0.2502
H 16.7550 20.8520 14.9360 -0.0226
C 14.1200 21.0260 12.9180 0.4009
O 13.7330 22.3420 13.0200 -0.8136
N 13.5010 20.1030 13.5980 1.4741
N 15.1310 20.4700 12.2260 -0.3902
H 12.7410 20.4590 14.2060 -0.7324
H 13.6670 19.0600 13.5370 -0.4213
H 15.3870 21.1270 11.4750 0.3597
H 15.3020 19.4620 12.1590 0.1473
C 10.6570 20.9490 14.5650 0.4373
O 9.7780 19.9760 14.1270 -0.7572
N 10.6430 22.1420 14.0320 -0.3149
N 11.5470 20.7100 15.4370 -0.3040
H 10.1010 22.1630 13.0600 0.2862
H 11.2650 22.9570 14.1720 0.2648
H 11.5250 19.8030 15.8680 -0.0221
H 12.1880 21.4900 15.7790 0.5274
C 12.1580 17.6790 16.8990 -0.5117
O 10.8300 18.0940 16.6820 -0.5585
H 12.7400 17.6190 15.9550 -0.1425
H 12.1610 16.6320 17.1640 0.3758
H 12.5460 18.3170 17.6800 0.4854
H 10.3300 18.1470 17.5070 0.2959
C 15.5780 18.9040 16.0570 -0.9248
O 14.8640 20.0900 15.9450 1.4773
H 16.5730 19.1160 16.4700 0.0861
H 15.7910 18.5310 15.0570 0.5504
H 15.2080 18.0200 16.5030 -0.1640
H 14.3170 20.0360 15.1530 -0.2464
```

Kohn-Sham gap (Ha): 0.3053
Lowest unoccupied orbital energy (eV): -0.20

***

The records above give, respectively, relative energy (zero: lowest compared OMol25 entry of this formula, charge and spin) values of 3.477 5.761 eV.
The records above give, respectively, HOMO values of -8.4 -8.5 eV.